Computed, not measured: an isolated molecule of C5H11N3O at a distorted geometry, with wB97M-V/def2-TZVPD.

```
20
Properties=species:S:1:pos:R:3:forces:R:3:lowdin_charge:R:1
C -0.59446 -2.22934 -0.04544 0.1965 -0.3617 0.1985 -0.11
C 0.52672 -1.86221 -0.99450 -2.2441 -0.3439 0.0447 -0.19
C 1.41647 -0.94735 -0.75932 1.6680 2.3848 0.3445 -0.11
C 1.54890 -0.03451 0.51094 -0.2381 -1.6864 -0.9542 -0.24
C -0.44909 1.06577 0.62668 0.5331 0.6107 0.7340 -0.52
H -1.56290 -1.77328 -0.38859 0.8164 -0.4333 0.4588 0.09
H -0.34656 -1.93688 0.99821 -0.4219 -0.0327 -0.8155 0.07
H -0.67782 -3.32606 -0.05927 -0.3565 0.2331 -0.0067 0.06
H 0.39677 -2.22131 -2.01061 0.3896 -0.3764 0.0459 0.09
H 2.10314 -0.68153 -1.58030 -0.1732 -0.1495 0.4453 0.10
H 2.09477 -0.56795 1.23891 1.2998 -0.6512 0.6252 0.09
H 2.12031 0.83760 0.25268 0.6002 0.6154 -0.3060 0.09
H -1.57875 0.82362 2.21348 -0.3327 0.4261 -0.3331 0.11
H -2.22121 1.99912 1.01062 -0.0602 -0.1145 0.4079 0.09
H 0.82636 1.83877 -0.73729 -1.9005 -0.4457 0.2006 0.15
H -1.37900 2.77609 -1.49204 -0.3162 0.3940 -0.3187 0.10
N 0.35744 0.29255 1.21471 0.5385 -0.7351 -0.4891 0.03
N -1.54314 1.33469 1.34013 -1.6791 0.7809 -0.2839 0.15
N -0.22185 1.69042 -0.60653 2.5811 -1.0740 0.0315 -0.01
O -0.81610 2.92180 -0.73246 -0.9007 0.9594 -0.0299 -0.03
```
Positions in Å, forces in eV/Å.

Summary:
SMILES ... C/C=C\C/N=C(/N)NO
E_HOMO ... -8.363 eV
Energy above the lowest of the compared OMol25 structures with the same formula, charge and spin ... 3.351 eV
Frontier orbital gap ... 9.1 eV
Total charge ... 0

Computed, not measured: the ion C9H15N5 with charge +2 at a distorted geometry, with wB97M-V/def2-TZVPD.

```
29
Properties=species:S:1:pos:R:3:forces:R:3:lowdin_charge:R:1
C -1.64593 -0.71874 0.93827 -0.7753 1.7973 -1.7399 0.00
C -2.67627 -0.82445 1.85931 1.8794 2.6260 -2.2908 -0.09
C -3.69837 1.03875 1.08184 -0.2575 0.8109 -0.3117 -0.03
C -2.68223 1.25270 0.10359 -0.7125 0.5784 -1.4066 -0.15
C -1.61695 0.35132 -0.02654 -2.3480 -0.7706 3.7976 -0.17
C 1.24740 -0.20076 0.25082 2.9749 1.3259 -2.9820 0.24
C -2.83184 2.42942 -0.85036 -0.8474 -0.5567 0.0364 -0.02
C 4.20290 -1.93463 0.11848 -1.7785 -2.4248 -0.1756 -0.05
C 3.68318 -0.65051 0.76539 -1.1033 -2.7173 0.4508 -0.11
N -3.60580 0.08657 1.98700 -1.8238 0.3989 -0.1116 0.12
N 1.13875 -0.13388 -2.18030 2.0054 -0.5237 0.6862 0.23
N -0.77362 0.49491 -1.13269 -1.0659 -0.6375 0.4588 0.17
N 2.49490 -0.28632 -0.08093 -3.0390 0.6900 1.5007 0.12
N 0.41888 0.03611 -1.22861 0.4133 0.2314 2.8009 -0.09
H -1.05568 -1.55015 0.80496 1.5790 -1.8267 -0.1827 0.08
H -2.66142 -1.64659 2.43508 -0.2944 -2.6689 2.3572 0.09
H -4.66343 1.68430 1.07350 1.9960 -0.9579 0.1634 0.18
H 0.80257 0.02589 1.19594 -0.5537 -0.4296 0.4874 0.16
H -3.14806 3.26540 -0.25361 -0.1263 0.5785 0.0249 0.10
H -1.91830 2.67793 -1.31762 1.2920 0.5474 -0.2372 0.06
H -3.52582 2.35813 -1.71535 -0.0846 -0.5088 0.8198 0.12
H 4.01440 -1.77984 -0.95066 0.7429 -0.5623 -0.0166 0.08
H 5.18140 -2.43061 0.32404 -0.3489 1.5325 0.0296 0.12
H 3.50452 -2.74838 0.44701 0.3504 0.4831 -0.5637 0.10
H 4.49988 -0.03956 0.66537 1.2022 2.7788 -0.0628 0.11
H 3.33181 -0.84512 1.78538 0.2043 0.5942 -0.2549 0.15
H 0.83421 -0.48932 -3.04496 -1.1112 0.1936 -1.7814 0.15
H -1.35553 0.67621 -1.93857 0.6690 0.1880 -1.1549 0.20
H 2.50446 -0.09880 -1.11577 0.9615 -0.7701 -0.3413 0.14
```
Positions in Å, forces in eV/Å.

Summary:
SMILES ... [H]/N=[N+](/C=[NH+]/CC)Nc1ccncc1C
E_HOMO (spin up / spin down) ... -16.318 / -16.318 eV
Energy above the lowest of the compared OMol25 structures with the same formula, charge and spin ... 5.833 eV
Frontier orbital gap (spin up / spin down) ... 6.0 / 6.0 eV
Total charge ... +2

Computed, not measured: an isolated molecule of C3H6N2O3 at a distorted geometry, with wB97M-V/def2-TZVPD.

```
14
Properties=species:S:1:pos:R:3:forces:R:3:lowdin_charge:R:1
C -2.74913 -0.50938 0.16929 -0.2883 0.0457 0.4935 -0.08
C -0.46376 -0.07432 -0.12404 -0.3369 -0.1611 -0.1796 -0.46
C 2.81611 -0.72716 0.06193 0.2505 -0.0592 0.6313 0.00
H -2.76990 -0.04832 1.16583 -0.2363 -0.1131 -0.2056 0.09
H -3.04021 0.24765 -0.56660 -0.0248 -0.2584 0.0259 0.09
H -3.35074 -1.42076 0.13225 -0.2561 0.4598 0.0026 0.10
H 3.00440 -1.11703 -0.94304 -0.1843 0.2502 0.2451 0.09
H 3.61388 -0.61506 0.79062 0.0519 -0.1088 -0.2398 0.08
H 0.13624 2.84810 0.12494 0.2321 -1.0395 -0.2591 0.11
N 1.68095 -0.41201 0.52111 0.4478 -0.0957 -0.5040 0.03
N -0.68707 1.15592 0.07109 -0.3294 0.1772 0.1818 0.07
O -1.45160 -0.99974 -0.07219 1.7061 0.4191 -0.3629 -0.04
O 0.72864 -0.60322 -0.49579 -0.7422 -0.2885 -0.0261 -0.02
O 0.45170 1.94837 -0.11858 -0.2902 0.7722 0.1970 -0.06
```
Positions in Å, forces in eV/Å.

Summary:
SMILES ... C=NO/C(=N\O)OC
E_HOMO ... -9.159 eV
Energy above the lowest of the compared OMol25 structures with the same formula, charge and spin ... 5.544 eV
Frontier orbital gap ... 10.1 eV
Total charge ... 0